Entry from the OMol25 dataset: C29H22Cl2CrNO3PS as an isolated structure at a distorted geometry (ωB97M-V with the def2-TZVPD basis set).

Results
- Relative energy (zero: lowest compared OMol25 entry of this formula, charge and spin): 0.289 eV
- Max |F|: 1.7 eV/A
- 2S+1: 5
- Expectation value of S²: 6.025
- Calculated total energy: -111653.246 eV
- Gap between HOMO and LUMO (spin up / spin down): 0.1610 / 0.1841 hartree
- Total charge: -2
- LUMO level (spin up / spin down): 4.45 / 4.45 eV

Atoms and positions in Å:
Cr (0.801, -0.282, 0.014)
C (-0.493, -0.318, 2.651)
C (-0.974, -0.880, 1.425)
C (-1.888, 0.067, 0.876)
C (-1.910, 1.197, 1.698)
C (-1.047, 0.955, 2.804)
H (0.198, -0.800, 3.331)
H (-1.008, -1.934, 1.199)
H (-2.447, -0.083, -0.039)
H (-2.453, 2.118, 1.508)
H (-0.803, 1.667, 3.585)
O (1.809, 1.416, 1.161)
S (3.044, 1.131, 0.411)
O (4.256, 1.636, 1.006)
O (3.044, -0.300, 0.070)
C (2.938, 1.948, -1.197)
C (4.178, 2.162, -1.804)
C (4.253, 2.685, -3.079)
C (3.091, 3.001, -3.755)
C (1.863, 2.798, -3.144)
C (1.756, 2.263, -1.866)
P (0.098, 2.062, -1.034)
C (-1.023, 1.735, -2.439)
C (-2.343, 2.185, -2.411)
C (-3.258, 1.752, -3.364)
C (-2.868, 0.850, -4.346)
C (-1.561, 0.379, -4.370)
C (-0.644, 0.820, -3.425)
C (-0.163, 3.855, -0.659)
C (-0.488, 4.832, -1.591)
C (-0.561, 6.170, -1.221)
C (-0.304, 6.543, 0.093)
C (0.014, 5.578, 1.029)
C (0.081, 4.236, 0.655)
H (5.072, 1.905, -1.252)
H (5.218, 2.837, -3.548)
H (3.136, 3.402, -4.761)
H (0.954, 3.033, -3.684)
H (-2.666, 2.855, -1.621)
H (-4.284, 2.100, -3.321)
H (-3.586, 0.499, -5.078)
H (-1.254, -0.359, -5.101)
H (0.359, 0.414, -3.422)
H (-0.701, 4.544, -2.615)
H (-0.814, 6.921, -1.960)
H (-0.357, 7.587, 0.382)
H (0.207, 5.860, 2.057)
H (0.321, 3.464, 1.381)
Cl (-2.142, -3.115, -1.639)
C (-0.820, -2.983, -2.784)
C (-0.890, -3.739, -3.930)
C (0.104, -3.666, -4.913)
C (1.160, -2.779, -4.693)
C (1.230, -2.022, -3.546)
Cl (2.591, -0.924, -3.385)
C (0.277, -2.067, -2.429)
N (0.351, -1.381, -1.353)
H (-1.746, -4.394, -4.070)
H (0.056, -4.271, -5.811)
H (1.944, -2.675, -5.436)

These are the Mulliken partial charges, in e, on atoms 1 to 6: 0.668, -1.100, -0.547, -0.541, -0.303, -0.437